# 1
Molecular formula: C11H25ClMoNO2P2
Method: DFT, ωB97M-V with the def2-TZVPD basis set

The geometry in XYZ format:
```
43
Properties=species:S:1:pos:R:3:forces:R:3:lowdin_spin:R:1
C 2.5353 0.6326 -1.9497 -0.36 -0.24 0.23 -0.001
C 1.6399 0.5632 -0.8712 0.05 -0.06 0.30 0.013
N 0.6603 -0.3994 -0.8481 0.46 0.61 0.29 0.007
C 0.6096 -1.3269 -1.8219 -0.08 -0.27 -0.49 0.008
C 1.4837 -1.2972 -2.8968 -0.22 -0.22 0.05 -0.001
C 2.4539 -0.3033 -2.9714 0.07 0.33 0.10 0.009
C 1.7095 1.4973 0.2861 -0.02 -0.01 -0.15 0.030
P 1.0715 0.7120 1.8156 1.88 1.32 -0.05 0.085
Mo -0.7604 -0.3501 0.8326 -1.81 1.11 3.85 1.648
P -1.7689 -1.9226 -0.5361 -0.88 -1.24 -2.22 0.062
C -0.4267 -2.4240 -1.6949 -0.07 -0.06 0.14 0.002
O 0.3575 3.7091 0.0319 -1.54 0.78 0.52 0.001
O -1.8091 3.0067 0.9609 -0.86 -1.40 0.38 0.005
H 3.2809 1.4171 -1.9312 0.01 -0.10 -0.13 0.000
H 1.3863 -2.0673 -3.6557 0.11 0.17 0.06 0.000
H 3.1440 -0.2566 -3.8181 -0.25 -0.06 0.31 0.000
C 2.4484 -0.1651 2.5757 0.09 -0.22 0.29 0.004
C 0.7282 2.0969 2.9351 -0.19 0.10 0.26 0.024
H -0.8734 -2.6607 -2.6697 0.24 -0.03 0.18 0.000
H 0.0255 -3.3431 -1.2900 0.03 0.27 -0.14 0.000
H 1.0328 2.6326 0.0610 0.65 -1.57 0.41 0.001
H 2.7390 1.8327 0.4786 -0.15 -0.02 -0.25 0.004
C -2.5574 -3.4407 0.0242 0.03 -0.21 0.37 0.009
C -2.9811 -1.2048 -1.6979 -0.17 0.10 0.13 0.018
H -1.8295 1.9847 0.7195 0.00 1.86 0.11 0.000
H -2.1934 3.0744 1.8490 0.06 0.20 -0.27 0.000
H -0.6219 3.5370 0.4997 1.55 0.20 -0.87 0.000
H 0.2188 3.9879 -0.8777 -0.11 0.20 -0.09 0.000
H -0.0893 -1.7691 1.2797 1.10 -2.03 -0.43 -0.011
H -1.6054 0.9083 0.1268 -0.90 0.60 -2.15 0.003
H 3.2653 0.5385 2.7932 -0.20 -0.27 -0.02 0.000
H 2.0778 -0.6228 3.5045 0.28 0.07 -0.21 0.000
H 2.7953 -0.9577 1.8995 -0.07 0.22 0.21 0.000
H 1.6463 2.6757 3.1041 -0.25 -0.10 -0.02 0.004
H -0.0599 2.7498 2.5287 0.49 -0.32 0.17 0.000
H 0.3699 1.6752 3.8815 0.12 0.17 -0.08 0.000
H -3.2951 -1.9495 -2.4428 0.03 0.21 0.20 0.003
H -3.8450 -0.8580 -1.1157 0.13 -0.08 -0.24 0.000
H -2.5356 -0.3352 -2.1968 -0.09 -0.21 0.10 0.000
H -2.9721 -4.0077 -0.8175 0.09 0.15 0.17 0.001
H -1.8257 -4.0523 0.5648 -0.19 0.09 -0.08 0.000
H -3.3588 -3.1641 0.7216 0.14 -0.14 -0.18 0.000
Cl -2.2712 -0.3537 2.6289 0.79 0.11 -0.78 0.072
```
Forces are in eV/Å.

Results
* highest occupied orbital energy (alpha / beta): -0.4266 / -0.4316 Ha
* multiplicity: 3
* gap between HOMO and LUMO (alpha / beta): 6.57 / 7.29 eV
* total charge: +1
* energy relative to the best compared isomer or geometry (same formula, charge and spin): 0.0 kJ/mol
* electronic energy: -50346.5357 eV
* expectation value of S²: 2.02

---

# 2
Molecular formula: C11H25N2O5P2Tl
Method: DFT, ωB97M-V with the def2-TZVPD basis set

The geometry in XYZ format:
```
46
Properties=species:S:1:pos:R:3:forces:R:3:lowdin_charge:R:1
C -0.7451 0.8184 -3.5970 0.03 -0.44 0.19 -0.051
C -0.9001 0.3481 -2.2666 0.37 1.14 0.32 -0.379
N -0.2042 0.9337 -1.2404 -0.37 -0.46 -1.02 0.076
C 0.6549 1.9092 -1.5195 0.03 0.28 -0.12 -0.356
C 0.8159 2.4489 -2.7996 0.34 0.01 0.49 -0.056
C 0.1119 1.8742 -3.8532 -0.06 0.00 0.20 -0.083
C -1.8149 -0.6922 -1.9022 -0.66 -0.84 0.57 -0.326
P -2.2810 -0.7639 -0.2049 0.85 -0.02 -1.13 0.870
Tl 0.7182 -1.5463 2.7247 -1.05 -0.21 1.82 0.899
P 1.6724 1.1757 0.9750 0.24 0.10 0.17 0.820
C 1.4340 2.4472 -0.3361 -0.53 0.10 -0.15 -0.312
O -0.2146 -3.0695 -2.3226 0.76 -0.33 -0.78 -0.065
O 0.1564 -3.4577 0.1132 1.05 -2.05 1.12 -0.116
H -1.2955 0.3191 -4.3948 0.12 0.21 0.14 0.105
H 1.4941 3.2978 -2.9050 -0.21 -0.31 -0.25 0.106
H 0.2361 2.2599 -4.8615 -0.08 -0.09 0.10 0.105
C -3.4116 0.5710 0.1973 -0.41 0.09 0.58 -0.218
C -3.0375 -2.3393 0.3077 -0.18 0.00 0.02 -0.205
H 2.3996 2.8571 -0.6463 -0.11 0.05 -0.01 0.086
H 0.8615 3.2557 0.1371 0.05 -0.03 -0.17 0.087
H -0.8898 -2.3488 -2.2774 0.07 0.59 0.01 0.003
H -2.5853 -0.9602 -2.6378 0.15 0.04 0.42 0.076
C 2.1656 2.3034 2.3223 0.08 0.13 0.27 -0.297
C 3.3530 0.6451 0.4403 -0.08 -0.31 0.01 -0.297
H 0.7122 -2.3574 0.5341 2.12 2.06 0.24 -0.022
H 0.8936 -4.1319 0.2009 -1.25 1.01 0.06 0.131
H 0.0858 -3.3180 -0.8621 -0.25 0.17 -1.01 -0.015
H 0.5466 -2.7278 -2.8328 -0.71 -0.09 0.34 0.091
H -1.1510 -0.6028 0.6265 -0.28 0.00 -0.21 -0.001
H 1.3085 -1.5549 0.9833 -0.39 -1.75 -3.87 -0.190
H -4.3104 0.4451 -0.4203 0.20 0.05 0.13 0.061
H -3.6943 0.5600 1.2582 0.03 0.05 -0.21 0.055
H -2.9418 1.5302 -0.0407 0.01 -0.23 -0.03 0.056
H -3.7780 -2.6287 -0.4562 0.23 0.03 0.34 0.060
H -2.2790 -3.1416 0.4155 -0.39 0.60 -0.15 0.042
H -3.5494 -2.1873 1.2791 0.26 -0.11 -0.53 0.061
H 4.0210 1.5176 0.4297 -0.05 -0.31 -0.02 0.037
H 3.7317 -0.1198 1.1339 0.05 0.19 -0.28 0.034
H 3.2792 0.2172 -0.5683 0.13 0.00 0.25 0.041
H 3.1628 2.7128 2.1251 -0.17 0.12 0.15 0.040
H 1.4288 3.1164 2.3543 0.20 -0.14 0.23 0.043
H 2.1471 1.7678 3.2812 0.06 0.32 -0.28 0.013
O 0.2727 0.1520 6.4334 0.19 -0.45 -1.40 0.057
N 0.4190 -0.3282 5.3216 -0.04 -0.89 -0.69 -0.548
O 0.7456 0.3901 4.2793 -0.35 -0.30 1.77 -0.244
O 0.2554 -1.5976 5.0716 -0.01 2.01 2.33 -0.275
```
Forces are in eV/Å.

Results
* highest occupied orbital energy: -0.2594 Ha
* multiplicity: 1
* gap between HOMO and LUMO: 6.95 eV
* total charge: 0
* energy relative to the best compared isomer or geometry (same formula, charge and spin): 65.0 kJ/mol
* electronic energy: -48294.0515 eV

---

# 3
Molecular formula: C11H25N2O5P2Yb
Method: DFT, ωB97M-V with the def2-TZVPD basis set

The geometry in XYZ format:
```
46
Properties=species:S:1:pos:R:3:forces:R:3:lowdin_spin:R:1
C -0.7988 0.9157 -3.4260 -0.18 0.24 -0.60 0.000
C -0.8257 0.3964 -2.1365 -0.16 0.01 0.59 0.000
N -0.0641 0.9355 -1.1620 0.37 -0.45 -0.07 0.000
C 0.7812 1.9470 -1.4423 0.24 -0.06 0.57 0.000
C 0.8649 2.4866 -2.7158 0.17 0.23 -0.62 0.000
C 0.0556 1.9785 -3.7406 -0.08 -0.41 0.91 0.000
C -1.7257 -0.8001 -1.7900 -0.35 0.06 -0.70 0.000
P -2.2139 -0.9198 -0.0381 -0.42 -0.07 0.08 -0.001
Yb -0.0219 -0.1479 1.1229 0.12 -0.26 1.59 1.006
P 2.1027 1.3184 1.0024 0.49 0.28 0.21 0.000
C 1.6605 2.5117 -0.3011 0.00 0.40 -0.55 0.000
O -0.5406 -3.4043 -2.1371 0.60 -0.77 -0.19 0.000
O 0.3792 -3.7380 0.3610 0.32 -0.05 0.54 0.000
H -1.4802 0.4948 -4.1757 0.41 0.17 0.28 0.000
H 1.5826 3.2949 -2.9092 -0.42 -0.37 0.08 0.000
H 0.0905 2.3942 -4.7436 0.00 -0.08 0.17 0.000
C -3.6399 0.1665 0.2531 -0.55 0.25 0.11 0.000
C -2.7453 -2.6059 0.3480 -0.34 -0.58 -0.14 0.000
H 2.6050 2.9144 -0.6843 -0.24 0.09 -0.34 0.000
H 1.1427 3.3528 0.1868 -0.04 -0.34 -0.11 0.000
H -1.2523 -1.7771 -2.0979 -0.28 0.98 0.44 0.000
H -2.6782 -0.7237 -2.3292 0.24 0.07 -0.37 0.000
C 2.3990 2.2525 2.5285 0.15 0.35 0.31 0.000
C 3.6859 0.5579 0.5413 0.34 -0.20 -0.06 0.001
H 0.9430 -2.8956 0.2262 -0.53 -0.27 0.27 0.000
H 0.3840 -3.9277 1.3152 0.09 0.02 -0.56 0.000
H -0.2123 -3.7490 -1.2690 -0.10 0.22 -0.58 0.000
H 0.1763 -3.5263 -2.7831 -0.34 -0.04 0.51 0.000
H -0.9180 1.6746 1.3952 0.29 -0.12 -0.19 -0.002
H 1.2520 -1.6013 0.0319 -0.09 0.72 0.24 -0.002
H -4.5584 -0.1525 -0.2579 0.24 -0.04 0.00 0.000
H -3.8428 0.1807 1.3375 0.14 -0.04 -0.38 0.000
H -3.4169 1.2057 -0.0306 0.13 -0.39 0.05 0.000
H -3.6174 -2.9275 -0.2387 0.22 0.01 0.14 0.000
H -1.9048 -3.3054 0.1987 -0.39 0.39 -0.05 0.000
H -3.0036 -2.6440 1.4209 0.02 0.13 -0.41 0.000
H 4.5307 1.2604 0.4950 -0.25 -0.13 -0.02 0.000
H 3.9037 -0.2200 1.2945 -0.06 0.33 -0.29 0.000
H 3.5610 0.0365 -0.4212 0.04 0.23 0.32 0.000
H 3.2525 2.9416 2.4546 -0.21 -0.15 0.04 0.000
H 1.4868 2.8082 2.8020 0.30 -0.25 -0.17 0.000
H 2.5872 1.5262 3.3383 -0.03 0.27 -0.34 0.000
O 0.4301 -1.0129 5.3232 -0.48 0.88 -0.87 0.000
N 0.0086 -0.1200 4.5957 -0.28 1.06 0.15 0.000
O -0.3871 0.9984 4.9833 0.74 -2.06 -0.72 0.000
O -0.0178 -0.3511 3.2734 0.16 -0.21 0.75 -0.001
```
Forces are in eV/Å.

Results
* highest occupied orbital energy (alpha / beta): -0.2840 / -0.2836 Ha
* multiplicity: 2
* gap between HOMO and LUMO (alpha / beta): 7.88 / 7.87 eV
* total charge: 0
* energy relative to the best compared isomer or geometry (same formula, charge and spin): 37.6 kJ/mol
* electronic energy: -75133.3684 eV
* expectation value of S²: 0.75

---

# 4
Molecular formula: C11H25N3O10
Method: DFT, ωB97M-V with the def2-TZVPD basis set

The geometry in XYZ format:
```
49
Properties=species:S:1:pos:R:3:forces:R:3:lowdin_spin:R:1
C 0.9317 -1.0389 -0.6699 0.89 -0.75 0.15 0.000
N 0.3675 -2.1879 -1.4046 -4.35 -1.49 -0.62 0.000
O -0.5057 -2.9318 -0.8601 2.50 1.89 -0.27 0.000
O 0.5994 -2.2866 -2.5907 0.88 0.27 0.45 0.000
H 1.0266 -0.1785 -1.3323 -0.22 -0.25 -0.01 0.000
H 1.9214 -1.4569 -0.4863 0.30 0.56 0.56 0.000
H 0.3594 -0.8400 0.2362 0.13 -0.20 -0.29 0.000
C -2.3304 -2.5994 -3.5648 1.40 0.13 0.46 0.000
N -3.3654 -2.8199 -4.5872 -0.69 -0.30 -0.44 0.000
O -3.0732 -3.4053 -5.6240 -0.06 0.66 1.09 0.000
O -4.4857 -2.4307 -4.2879 0.40 -0.14 -0.37 0.000
H -2.6840 -1.9641 -2.7527 -0.38 -0.31 -0.26 0.000
H -1.4363 -2.1360 -3.9818 -0.31 0.01 -0.49 0.000
H -1.9594 -3.5534 -3.1901 -0.42 -0.08 -0.03 0.000
C 3.2983 -1.1194 -3.8738 0.15 0.26 0.91 0.000
N 3.2508 -2.5934 -3.8683 -0.15 -3.17 -0.17 0.000
O 3.5432 -3.2607 -2.8604 -0.12 1.84 -0.89 0.000
O 2.8530 -3.1475 -4.8940 0.50 1.28 0.89 0.000
H 3.5465 -0.7735 -2.8704 -0.34 -0.24 0.08 0.000
H 2.2841 -0.8480 -4.1668 0.42 0.41 -0.23 0.000
H 4.1225 -0.7440 -4.4804 -0.45 -0.35 -0.56 0.000
O 1.0475 3.1512 -0.7204 -1.20 -2.39 2.38 0.000
C 0.7672 2.3747 0.2182 1.78 2.97 -2.21 0.000
O -0.4055 1.8292 0.4526 -0.37 -0.26 0.54 0.001
C -1.5056 2.1585 -0.3575 -2.65 -0.21 -1.63 0.000
C -1.8575 0.9668 -1.3015 0.48 1.38 0.39 0.000
C 1.7878 2.0228 1.2594 0.55 0.24 0.31 0.000
H -1.4502 3.1185 -0.8708 0.88 -0.20 -0.16 0.000
H -2.4021 2.3037 0.2452 0.32 -0.17 0.80 0.000
H -1.0997 0.9627 -2.0849 0.21 -0.82 0.17 0.000
H -2.7971 1.0818 -1.8420 -0.13 0.35 0.32 0.000
H -1.9636 0.1081 -0.6385 0.40 -0.41 -0.52 0.000
H 2.6021 2.7421 1.1723 0.15 -0.37 -0.32 0.000
H 2.1327 0.9967 1.1318 0.19 0.05 -0.10 0.000
H 1.4723 2.1153 2.2986 -0.62 -0.11 -0.08 0.000
O -1.4729 2.3364 5.6118 1.43 -0.59 -0.44 0.700
C -0.2906 2.0282 5.4018 2.27 -3.32 -1.49 0.059
O 0.1876 0.7941 4.9162 -2.42 3.41 1.27 0.113
C -0.8288 -0.0877 4.4038 -1.02 -2.00 -1.50 0.019
C -1.0118 -0.0131 2.8680 0.28 0.84 1.53 0.008
C 0.9042 2.9369 5.6500 -1.16 0.50 0.49 0.075
H -1.7998 0.0117 4.8889 0.25 0.36 0.39 0.005
H -0.4572 -1.0990 4.5695 0.26 0.17 0.57 0.008
H -1.8165 -0.6934 2.5888 0.25 -0.13 -0.07 0.000
H -0.0437 -0.2646 2.4348 -0.33 0.08 -0.40 0.000
H -1.3323 1.0028 2.6368 0.15 -0.02 -0.46 0.002
H 0.8102 3.0859 6.7257 0.28 0.79 0.05 0.000
H 0.6673 3.8057 5.0359 0.26 0.46 0.46 0.000
H 1.8919 2.5401 5.4156 -0.54 -0.61 -0.26 0.009
```
Forces are in eV/Å.

Results
* highest occupied orbital energy (alpha / beta): -0.4535 / -0.4535 Ha
* multiplicity: 2
* gap between HOMO and LUMO (alpha / beta): 7.06 / 1.76 eV
* total charge: +1
* electronic energy: -36737.7208 eV
* expectation value of S²: 0.76